The following is a quantum chemistry calculation of one molecule with the formula C5H4O2 at a distorted geometry, from the OMol25 dataset.

The energy relative to the best compared isomer or geometry (same formula, charge and spin) comes out at 24.9 kcal per mole. The value obtained for the molar mass is 96.085 g/mol. The HOMO-LUMO gap comes out at 9.0 eV. Its structure (SMILES) is C=C1OC=CC1=O. For the energy, the calculation gives -343.35270 Ha. The highest occupied orbital energy comes out at -0.347 hartree.

Cartesian coordinates (Å):
C  0.8125  -1.6898  0.6848
C  0.3106  -0.5962  0.0853
C  0.0570  1.1229  -1.2168
C  -0.8491  1.3594  -0.2756
C  -0.7738  0.2513  0.5973
H  0.5289  -2.0209  1.6468
H  1.6736  -2.2040  0.2924
H  0.3462  1.6370  -2.1487
H  -1.5398  2.2126  -0.2387
O  0.8155  -0.0218  -1.0517
O  -1.3815  -0.0504  1.6249

Now the natural (NBO) charges, all in e: atom 1 (C): -0.342, atom 2 (C): 0.172, atom 3 (C): 0.219, atom 4 (C): -0.410, atom 5 (C): 0.444, atom 6 (H): 0.229, atom 7 (H): 0.208, atom 8 (H): 0.215, atom 9 (H): 0.253, atom 10 (O): -0.451, atom 11 (O): -0.537


The following is a quantum chemistry calculation of one molecule with the formula C5H4O2 at a distorted geometry, from the OMol25 dataset.

The energy relative to the best compared isomer or geometry (same formula, charge and spin) comes out at 76.2 kcal per mole. The value obtained for the molar mass is 96.085 g/mol. The HOMO-LUMO gap comes out at 9.1 eV. Its structure (SMILES) is C#CC1=COCO1. For the energy, the calculation gives -343.27088 Ha. The highest occupied orbital energy comes out at -0.300 hartree.

Cartesian coordinates (Å):
C  -1.4889  -2.3456  -1.2549
C  -0.8493  -1.3829  -0.8269
C  -0.1117  -0.2791  -0.2287
C  1.2150  -0.1634  -0.0420
C  0.2154  1.6052  0.9663
H  -2.2164  -2.9125  -1.8402
H  2.0681  -0.8743  -0.1289
H  0.3254  2.6656  0.5317
H  -0.0029  1.6218  2.0810
O  1.4719  0.9679  0.7174
O  -0.7292  0.8939  0.2417

Now the natural (NBO) charges, all in e: atom 1 (C): -0.208, atom 2 (C): -0.051, atom 3 (C): 0.119, atom 4 (C): 0.096, atom 5 (C): 0.237, atom 6 (H): 0.250, atom 7 (H): 0.230, atom 8 (H): 0.163, atom 9 (H): 0.156, atom 10 (O): -0.502, atom 11 (O): -0.491